{"formula": "C3H10N2O", "method": "wB97M-V/def2-TZVPD", "elements": ["N", "C", "N", "C", "C", "O", "H", "H", "H", "H", "H", "H", "H", "H", "H", "H"], "xyz": [[-0.76398, -2.57365, 0.79434], [-0.11702, -1.63456, -0.13786], [0.11730, -0.31648, 0.35857], [-0.40273, 0.84161, -0.31533], [0.51270, 2.07585, -0.05692], [1.29541, 2.48939, -1.16035], [-0.12616, -2.95850, 1.46845], [-1.43060, -2.09982, 1.39337], [0.77810, -2.18367, -0.45676], [-0.77899, -1.62022, -1.00499], [0.21553, -0.25670, 1.36322], [-0.45885, 0.66310, -1.38939], [-1.42615, 1.09153, 0.00675], [-0.08181, 2.93340, 0.24078], [1.20989, 1.73848, 0.71115], [1.45735, 1.81023, -1.81503]], "mulliken_charge": [-0.64, -0.43, -0.29, -0.63, -0.21, -0.54, 0.23, 0.24, 0.33, 0.29, 0.22, 0.42, 0.23, 0.27, 0.23, 0.29], "smiles": "NCNCCO", "energy_ha": -305.01288, "fmax_ha_per_bohr": 0.031, "homo_lumo_gap_ev": 9.5}